An isolated ion of composition C4H12N4P and charge +1, computed with ωB97M-V with the def2-TZVPD basis set.

Orbital gap (eV): 9.682
Charge: +1
Energy relative to the best compared isomer or geometry (same formula, charge and spin) (kcal per mole): 41.1
E_LUMO (eV): -3.4
E_tot (eV): -19583.4530

Each line ends with the Mulliken charge.
Geometry (Å):
H -1.4537 -1.2988 -2.0112  0.24
N -1.5345 -1.4487 -1.0207  -0.76
C -1.2279 -0.5770 -0.1659  0.04
C -1.6695 -0.2653 1.1913  -0.71
C -1.3840 1.2887 0.8752  -0.73
C -0.3262 0.6763 -0.1183  0.98
N 0.0776 1.3600 -1.3251  -0.67
P 1.3299 0.1455 0.8759  0.12
N 2.5486 0.6200 -0.1116  -0.39
N 1.3478 -1.7327 0.3268  -0.63
H -2.6449 -0.5008 1.4396  0.48
H -1.1315 -0.3951 2.1009  0.22
H -2.0754 1.8400 0.1912  0.33
H -0.9766 1.9871 1.5976  0.35
H -0.0792 2.3076 -1.2449  0.21
H -0.5351 1.1914 -2.0764  0.25
H 3.5497 0.3100 0.0214  0.27
H 2.4129 1.1683 -0.9791  0.25
H 1.1908 -2.2369 1.2175  0.38
H 2.1479 -2.0534 -0.2115  0.35
H 0.4928 -2.2599 -0.1764  0.37


C30H22N6PRuSe2 as an isolated structure, computed with ωB97M-V with the def2-TZVPD basis set.

Orbital gap (spin up / spin down) (eV): 7.546 / 6.017
Charge: +2
Energy relative to the best compared isomer or geometry (same formula, charge and spin) (kcal per mole): 0.0
2S+1: 6
E_LUMO (spin up / spin down) (eV): -6.6 / -8.1
E_tot (eV): -182957.3172

Each line ends with the Mulliken charge.
Geometry (Å):
Ru 1.3086 -0.6415 0.2533  0.23
C -0.3945 0.4101 4.4136  -0.45
C 0.1515 -0.2862 3.3398  -0.42
N 0.4767 0.3512 2.2215  0.43
C 0.2689 1.6753 2.1514  0.27
C -0.2686 2.3461 3.2420  -0.19
N -0.6029 1.7150 4.3627  -0.54
C 0.6742 2.3452 0.8923  0.11
C 0.3301 3.6447 0.5739  -0.43
C 0.7853 4.2052 -0.6212  0.49
C 1.5890 3.4202 -1.4482  -0.34
C 1.8971 2.1272 -1.0700  0.18
N 1.4288 1.6004 0.0699  -0.71
C 2.7609 1.2251 -1.8641  0.13
C 3.5944 1.6636 -2.8844  -0.17
N 4.3903 0.8351 -3.5504  -0.52
C 4.3709 -0.4408 -3.2021  -0.37
C 3.5499 -0.9063 -2.1798  -0.31
N 2.7530 -0.0722 -1.5214  0.22
C 0.4286 5.5871 -0.9958  0.53
C 1.3389 6.4053 -1.6574  -0.57
C 0.9560 7.6993 -1.9789  -0.41
N -0.2433 8.1999 -1.7020  -0.54
C -1.1108 7.4119 -1.0763  -0.45
C -0.8258 6.1090 -0.6954  -0.51
H -0.6585 -0.1104 5.3257  0.43
H 0.3193 -1.3552 3.3771  0.51
H -0.4282 3.4161 3.2281  0.44
H -0.2756 4.2373 1.2432  0.49
H 1.9330 3.8153 -2.3928  0.66
H 3.6370 2.7064 -3.1703  0.40
H 5.0224 -1.1200 -3.7372  0.41
H 3.5272 -1.9500 -1.8960  0.41
H 2.3425 6.0739 -1.8902  0.50
H 1.6492 8.3644 -2.4802  0.38
H -2.0850 7.8385 -0.8683  0.37
H -1.5906 5.5165 -0.2101  0.47
Se -0.9560 -0.9924 -0.7761  -0.26
P -0.6118 -2.9979 0.0855  1.12
Se 1.5479 -3.1001 0.6147  -0.25
C -1.5647 -3.1890 1.5906  0.65
C -2.5832 -2.2991 1.9247  -0.13
C -3.3244 -2.5096 3.0787  -0.81
C -3.0470 -3.5987 3.8922  -0.47
C -2.0307 -4.4875 3.5568  -0.75
C -1.2887 -4.2885 2.4064  -0.46
C -1.0351 -4.2734 -1.0864  0.96
C -2.3791 -4.6416 -1.1827  -0.51
C -2.7535 -5.5955 -2.1119  -0.66
C -1.7960 -6.1792 -2.9325  -0.48
C -0.4604 -5.8134 -2.8325  -0.71
C -0.0738 -4.8545 -1.9108  -0.39
H -2.8051 -1.4487 1.2924  0.35
H -4.1236 -1.8275 3.3354  0.45
H -3.6277 -3.7635 4.7899  0.45
H -1.8224 -5.3394 4.1894  0.45
H -0.5035 -4.9895 2.1472  0.43
H -3.1257 -4.2017 -0.5320  0.36
H -3.7903 -5.8915 -2.1916  0.42
H -2.0932 -6.9303 -3.6520  0.42
H 0.2800 -6.2787 -3.4682  0.41
H 0.9680 -4.5719 -1.8292  0.23